No. 1
C2H5NO4P | ωB97M-V/def2-TZVPD

Cartesian coordinates (Å):
O: -2.7905 1.6500 -0.1340
P: -1.4368 1.3381 -0.5726
O: -0.2059 2.2051 -0.4599
O: -1.5272 0.9569 -2.1921
O: -1.0072 -0.1216 0.0312
C: 0.5596 -0.4199 0.2298
C: 0.9522 -0.9252 1.5723
N: 0.9303 -1.8496 0.3987
H: -0.6610 0.9503 -2.6630
H: 1.1940 0.0787 -0.4527
H: 1.9281 -0.7580 2.1221
H: 0.1659 -1.1139 2.2839
H: 1.8984 -1.9911 -0.1637

Summary:
* net charge: -1
* LUMO level: 0.1330 Eh
* strongest force on any atom: 4.28 eV/A
* Kohn-Sham gap: 8.694 eV
* electronic energy: -21126.756 eV

***

No. 2
C2H5NOS | ωB97M-V/def2-TZVPD

Cartesian coordinates (Å):
C: 1.5987 2.0397 -1.1313
C: 0.4344 -0.4949 0.7434
N: -0.7251 -0.0056 -0.1302
O: 2.2375 1.3004 -1.6170
S: -2.0642 -1.1400 -0.1716
H: -3.1028 -0.3565 0.4352
H: -0.0421 -0.9803 1.5579
H: 1.3038 -1.0034 0.2864
H: 0.8550 0.3358 1.1003
H: -0.4952 0.3048 -1.0731

Summary:
* LUMO level: 0.0356 Eh
* strongest force on any atom: 4.78 eV/A
* Kohn-Sham gap: 10.123 eV
* electronic energy: -16526.118 eV

***

No. 3
C2H5NOS | ωB97M-V/def2-TZVPD

Cartesian coordinates (Å):
N: -1.8703 -0.8965 -0.0500
C: -1.3381 0.3300 0.1301
C: 0.1707 0.4295 -0.0345
O: 0.5556 1.7231 -0.0284
S: 1.4188 -0.8102 0.0062
H: -1.2887 -1.5757 0.4037
H: -2.0334 -1.2827 -0.9697
H: -1.5310 0.5041 1.2397
H: -1.9489 1.0911 -0.3916
H: -0.2466 2.1605 -0.3777

Summary:
* LUMO level: -0.0007 Eh
* strongest force on any atom: 4.50 eV/A
* Kohn-Sham gap: 8.902 eV
* electronic energy: -16526.565 eV

***

No. 4
C2H5NOS | ωB97M-V/def2-TZVPD

Cartesian coordinates (Å):
N: 0.2035 1.3849 0.0965
C: -0.1792 0.1010 0.0692
S: -1.7267 -0.2811 -0.0751
C: 0.9244 -0.8717 0.2057
O: 2.1856 -0.2144 -0.1448
H: 1.1978 1.4423 0.3822
H: -0.5578 2.1311 -0.0581
H: 0.9619 -1.0542 1.3268
H: 0.7114 -1.7119 -0.5007
H: 1.9337 0.3348 -1.1151

Summary:
* LUMO level: 0.0179 Eh
* strongest force on any atom: 5.03 eV/A
* Kohn-Sham gap: 9.011 eV
* electronic energy: -16526.661 eV

***

No. 5
C2H5NOS | ωB97M-V/def2-TZVPD

Cartesian coordinates (Å):
C: 0.3201 0.3266 -0.5064
C: -0.0309 -0.6827 0.9764
N: 1.1981 -1.3070 1.3205
O: 1.2872 -2.6519 0.8976
S: 1.1651 -2.5065 2.5451
H: 0.6443 -0.3665 -1.2660
H: 1.0962 1.0152 -0.2200
H: -0.6115 0.8111 -0.7511
H: -0.8384 -1.3619 0.7065
H: -0.3132 0.0326 1.7412

Summary:
* LUMO level: -0.0042 Eh
* strongest force on any atom: 4.24 eV/A
* Kohn-Sham gap: 8.921 eV
* electronic energy: -16523.491 eV

***

No. 6
C2H5NOS | ωB97M-V/def2-TZVPD

Cartesian coordinates (Å):
N: -1.0146 -0.6607 0.0352
C: -0.2680 0.6019 -0.1072
C: 1.2586 0.5287 -0.0259
O: 1.9371 1.4994 0.0570
S: 1.8918 -1.1774 -0.0270
H: -1.4461 -0.7618 0.9794
H: -1.8674 -0.6968 -0.5264
H: -0.5348 1.3228 0.6792
H: -0.5959 1.0099 -1.0467
H: 0.6392 -1.6659 -0.0176

Summary:
* LUMO level: 0.0241 Eh
* strongest force on any atom: 1.95 eV/A
* Kohn-Sham gap: 10.333 eV
* electronic energy: -16527.594 eV